1.
Here is a structure of composition C6H9N from the Open Molecules 2025 dataset. Energies are from ωB97M-V/def2-TZVPD.

energy relative to the best compared isomer or geometry (same formula, charge and spin)	136.83	kcal/mol
net charge	0
E_HOMO	-0.30280	Eh
HOMO-LUMO gap	9.195	eV

```
16
Properties=species:S:1:pos:R:3:forces:R:3:lowdin_charge:R:1
C 1.203 0.295 -0.735 0.240 -0.108 -0.415 -0.43
N 2.266 1.159 -0.458 -0.042 0.026 -0.056 0.09
C -2.054 -1.210 0.241 -0.425 0.196 0.972 -0.05
C 1.179 -0.538 -1.789 0.008 0.258 0.264 0.04
C -2.383 -0.748 1.358 -0.097 -0.289 -1.010 -0.06
H 2.015 1.991 0.052 -0.021 -0.039 -0.045 0.08
H 2.878 1.350 -1.238 -0.048 -0.011 0.041 0.09
H -2.293 -1.889 -0.551 0.135 0.060 -0.116 0.06
H 0.389 -1.263 -1.902 -0.081 0.062 0.008 0.05
H 1.959 -0.527 -2.539 0.060 -0.019 0.050 0.05
H -3.164 -0.673 2.087 0.166 -0.016 0.190 0.06
H -1.326 0.167 1.700 0.724 0.468 -0.124 0.04
C 0.141 0.295 0.255 -0.661 -0.785 0.115 -0.17
C -0.178 0.754 1.398 -0.670 -0.426 0.071 0.02
H 0.199 1.389 2.178 -0.011 0.072 -0.024 0.07
H -0.832 -0.550 -0.057 0.723 0.550 0.079 0.06
```
Positions in Å, forces in eV/Å.


2.
Here is a cluster of 2 separate species, C8H15N3O4 in total from the Open Molecules 2025 dataset. Energies are from ωB97M-V/def2-TZVPD.

energy relative to the best compared isomer or geometry (same formula, charge and spin)	162.04	kcal/mol
net charge	0
E_HOMO	-0.29941	Eh
HOMO-LUMO gap	8.950	eV

```
30
Properties=species:S:1:pos:R:3:forces:R:3:lowdin_charge:R:1
C -0.172 1.648 -0.912 0.017 -0.519 -1.430 -0.51
C -1.060 -1.986 1.271 1.813 2.346 0.252 -0.05
C -0.767 -0.641 1.481 -0.774 -3.339 0.505 -0.39
C -0.111 -2.910 0.490 1.215 0.080 0.304 -0.10
C 1.167 0.913 -3.753 3.759 1.199 1.896 -0.05
C -1.175 1.342 2.784 4.124 0.062 -3.076 -0.07
C 1.586 -0.317 1.594 -2.031 0.545 0.995 -0.03
C 1.122 0.221 -2.347 -0.527 4.140 -0.114 -0.17
N -3.579 0.841 -0.494 0.227 0.375 -0.308 0.25
N -2.558 1.300 -0.563 0.092 -1.576 -0.149 -0.15
N -1.481 1.835 -0.464 0.741 2.277 1.170 0.16
O 0.747 2.404 -0.632 -1.864 -1.888 -0.561 0.10
O -0.190 0.570 -1.784 1.135 1.016 1.107 -0.04
O -1.583 0.145 2.251 -0.615 -3.090 -1.446 -0.09
O 0.340 -0.080 0.969 -0.688 0.824 -0.290 -0.14
H -1.861 -2.410 1.840 -0.506 -0.096 -0.027 0.09
H -0.535 -3.161 -0.522 0.563 0.068 0.963 0.07
H 0.121 -3.877 1.077 -0.646 1.410 -0.971 0.09
H 0.940 -2.413 0.359 -2.090 -0.909 -0.046 0.08
H 2.107 0.540 -4.274 -1.013 0.753 0.499 0.10
H 0.380 0.526 -4.253 -2.666 -1.080 -1.875 0.02
H 1.107 2.063 -3.774 0.272 -1.894 0.379 0.11
H -2.086 1.774 2.920 -1.989 2.321 0.738 0.06
H -0.473 1.793 1.940 -1.542 0.103 2.126 0.13
H -0.602 1.171 3.669 0.328 0.210 0.893 0.09
H 2.110 -0.901 0.955 2.010 -1.946 -1.688 0.05
H 1.470 -0.764 2.553 -0.147 -0.589 0.750 0.11
H 2.051 0.601 1.710 1.036 1.921 0.211 0.08
H 1.881 0.570 -1.617 -0.289 -0.341 -0.705 0.13
H 1.107 -0.798 -2.473 0.055 -2.384 -0.103 0.09
```
Positions in Å, forces in eV/Å.


3.
Here is a structure of composition C14H18CrF15O12S2 from the Open Molecules 2025 dataset. Energies are from ωB97M-V/def2-TZVPD.

net charge	-1
E_HOMO (alpha / beta)	-0.23895 / -0.23907	Eh
HOMO-LUMO gap (alpha / beta)	7.508 / 4.324	eV
<S²>	6.0540
multiplicity	5

```
62
Properties=species:S:1:pos:R:3:forces:R:3:mulliken_spin:R:1
Cr 0.065 -0.559 0.449 -3.206 -0.763 -1.183 3.05
C -1.997 -2.451 0.823 3.236 -0.068 -0.432 0.00
O -1.899 -1.311 -0.048 -1.561 0.521 -2.179 -0.02
O -0.878 -2.104 1.555 0.503 0.581 1.383 -0.10
C -3.324 -2.890 1.497 0.277 1.577 1.129 -0.01
F -4.229 -3.304 0.620 0.043 -0.532 -0.718 0.00
F -3.029 -3.958 2.315 -0.438 1.332 -0.578 0.00
F -3.946 -1.896 2.169 0.538 -0.678 0.456 0.00
C -2.392 -1.313 -1.420 -0.890 -0.830 -1.021 0.00
C -3.850 -0.923 -1.558 -1.495 0.936 1.125 0.00
H -4.242 -0.457 -0.654 0.422 0.054 0.543 0.00
H -4.134 -0.137 -2.258 0.706 -0.183 -0.579 0.00
H -4.563 -1.738 -1.678 0.378 -0.359 -0.329 0.00
H -2.360 -2.311 -1.857 0.596 -0.406 0.498 0.00
H -1.767 -0.725 -2.092 0.313 0.383 0.868 0.00
H -1.737 -3.407 0.368 -0.069 -0.066 -1.258 0.00
C 3.040 -0.326 2.161 0.077 0.492 -2.622 -0.01
O 3.655 -0.447 0.911 -0.384 0.283 1.896 0.04
O 1.701 -0.512 1.853 1.092 -0.531 2.180 0.82
C 3.866 -1.110 3.253 -1.303 -1.457 2.161 0.04
F 5.175 -1.318 2.905 -2.016 0.569 0.568 0.00
F 3.792 -0.484 4.504 0.871 0.306 -2.063 0.00
F 3.257 -2.262 3.544 0.653 -0.496 -0.915 0.00
C 4.740 0.431 0.647 1.364 -2.640 -1.752 0.01
C 4.461 1.137 -0.651 0.382 2.116 0.808 0.00
H 3.920 0.605 -1.433 0.061 -0.333 0.499 0.00
H 3.938 2.054 -0.381 -0.452 0.106 -0.522 0.00
H 5.423 1.483 -1.029 0.052 -0.057 -0.288 0.00
H 5.514 -0.300 0.411 0.480 -0.059 -0.057 0.00
H 5.206 0.915 1.506 -0.864 0.788 0.062 0.00
H 3.119 0.670 2.599 -0.464 0.889 -0.171 0.08
C -0.277 2.075 -1.935 -0.536 -3.020 2.048 0.00
O -1.673 2.196 -2.049 -0.849 2.213 0.396 0.00
O -0.007 0.892 -1.138 0.441 0.423 -1.151 0.07
C 0.263 2.090 -3.417 1.098 0.365 3.122 0.00
F 1.629 2.240 -3.298 -0.363 0.535 -0.561 0.00
F 0.070 1.099 -4.197 -0.408 -2.971 -0.914 0.00
F -0.299 3.094 -4.055 0.186 2.080 -0.392 0.00
C -2.186 3.529 -1.588 -0.207 -1.016 -0.157 0.00
C -3.654 3.703 -2.002 -0.212 -0.107 -0.196 0.00
H -3.732 3.548 -3.078 0.031 -0.101 -0.073 0.00
H -4.434 3.105 -1.531 0.576 -0.682 0.229 0.00
H -4.060 4.698 -1.821 0.635 0.415 0.072 0.00
H -1.643 4.363 -2.032 0.337 -0.250 -0.474 0.00
H -1.994 3.624 -0.519 -0.297 -0.328 0.180 0.00
H 0.165 2.908 -1.388 0.077 0.440 -0.365 0.00
C -1.280 1.315 4.116 0.403 -0.977 -2.589 0.00
F -1.955 0.228 4.505 0.294 0.748 0.289 0.00
F -1.588 2.382 4.801 -0.006 0.107 0.951 0.00
F 0.051 1.032 4.219 -0.790 0.424 0.242 0.00
S -1.742 1.703 2.284 -3.418 1.466 -0.799 0.00
O -3.216 1.429 2.240 3.561 -0.145 0.215 0.01
O -1.451 3.119 2.017 0.433 -1.784 0.826 0.00
O -0.885 0.815 1.460 0.065 0.135 1.094 0.00
C 3.122 -3.441 -1.145 -3.397 0.646 -1.863 0.00
F 3.547 -4.477 -1.950 0.118 1.746 1.418 0.00
F 3.215 -3.706 0.120 0.974 -0.819 1.070 0.00
F 3.715 -2.265 -1.388 0.785 -0.926 -0.398 0.00
S 1.216 -3.156 -1.513 -0.234 -0.359 -0.977 0.00
O 0.889 -1.862 -0.791 0.897 -0.926 -0.199 0.00
O 1.149 -3.010 -2.954 0.339 0.397 1.020 0.00
O 0.522 -4.320 -1.003 0.562 0.796 0.424 0.00
```
Positions in Å, forces in eV/Å.


4.
Here is a structure of composition C41H36BrGeN5O3RuSSbSe4 from the Open Molecules 2025 dataset. Energies are from ωB97M-V/def2-TZVPD.

energy relative to the best compared isomer or geometry (same formula, charge and spin)	0.00	kcal/mol
net charge	-2
E_HOMO (alpha / beta)	-0.05747 / -0.05798	Eh
HOMO-LUMO gap (alpha / beta)	5.059 / 5.073	eV
<S²>	0.7615
multiplicity	2

```
94
Properties=species:S:1:pos:R:3:forces:R:3:mulliken_spin:R:1
Ru 0.306 2.662 0.100 0.105 0.162 0.006 0.92
Br -0.781 7.523 5.514 -0.010 0.008 0.012 0.00
C -0.405 6.016 4.406 -0.027 -0.020 -0.035 0.00
C 0.798 5.324 4.571 0.031 -0.029 0.033 0.00
C 1.073 4.228 3.794 -0.014 -0.011 0.036 0.01
C 0.181 3.799 2.785 -0.207 -0.004 0.034 0.02
O 0.456 2.739 2.094 0.292 0.014 -0.078 0.05
C -1.022 4.532 2.622 0.015 0.035 -0.089 -0.02
C -2.008 4.193 1.632 -0.013 -0.269 0.231 0.01
N -1.867 3.382 0.646 0.090 0.026 -0.410 -0.01
C -2.964 3.251 -0.239 0.004 -0.032 -0.003 0.00
C -3.852 4.264 -0.513 0.123 0.075 -0.104 0.00
C -4.879 4.103 -1.466 -0.020 -0.052 -0.023 0.00
C -5.030 2.932 -2.151 -0.007 0.075 -0.025 0.00
C -4.152 1.855 -1.887 -0.001 -0.028 0.007 0.00
C -4.245 0.602 -2.539 0.022 0.031 0.008 0.00
C -3.381 -0.397 -2.200 0.003 0.012 -0.030 0.00
C -2.406 -0.147 -1.205 0.080 0.144 0.006 0.00
N -2.276 1.007 -0.614 -0.103 -0.001 0.047 0.01
C -3.126 2.006 -0.928 0.012 -0.020 0.042 0.00
C -1.308 5.626 3.455 0.045 -0.014 0.033 -0.01
H 1.522 5.664 5.299 -0.002 0.005 -0.001 0.00
H 2.012 3.700 3.889 0.014 0.025 -0.038 0.00
H -2.978 4.670 1.795 -0.033 -0.021 -0.048 0.00
H -3.743 5.231 -0.042 0.093 0.001 -0.010 0.00
H -5.539 4.939 -1.664 -0.008 -0.004 -0.007 0.00
H -5.808 2.813 -2.897 -0.013 0.000 0.009 0.00
H -5.002 0.460 -3.303 -0.017 -0.012 0.016 0.00
H -3.422 -1.369 -2.676 -0.016 0.043 -0.036 0.00
H -1.710 -0.918 -0.893 -0.021 0.155 -0.030 0.00
H -2.236 6.169 3.322 -0.007 -0.007 0.002 0.00
Se 4.227 5.794 -2.025 0.042 -0.053 -0.066 0.00
Sb 3.154 4.864 -0.063 0.266 -0.158 -0.438 0.01
Se 2.698 2.357 -0.163 0.139 -0.191 0.005 0.04
Se 0.683 5.045 -0.396 -0.477 0.115 0.350 -0.02
Se 4.175 5.495 2.018 -0.018 0.053 0.294 0.00
O -1.141 -0.701 1.629 -0.137 -0.122 0.104 0.00
C 0.031 -0.382 1.416 -0.087 0.233 -0.131 -0.01
O 0.445 0.287 0.403 0.163 0.042 0.258 -0.01
C 1.070 -0.875 2.445 -0.048 -0.092 -0.364 0.00
C 0.875 -2.384 2.680 0.224 0.111 0.012 0.00
Ge 1.389 -3.672 1.283 -0.265 0.295 0.020 0.00
C 3.192 -3.530 0.538 0.047 -0.143 0.111 0.00
C 4.047 -4.634 0.579 -0.065 -0.041 0.003 0.00
C 5.319 -4.580 0.029 0.020 -0.061 0.003 0.00
C 5.760 -3.413 -0.573 0.087 0.102 -0.074 0.00
C 4.927 -2.306 -0.623 -0.172 0.029 0.075 0.00
C 3.650 -2.365 -0.074 0.138 0.080 -0.023 0.00
C 1.310 -5.465 2.101 -0.069 0.021 0.071 0.00
C 0.440 -6.452 1.642 -0.003 0.017 -0.039 0.00
C 0.383 -7.701 2.249 0.007 -0.010 -0.002 0.00
C 1.202 -7.986 3.332 0.000 0.002 0.005 0.00
C 2.076 -7.016 3.804 0.004 -0.003 -0.005 0.00
C 2.124 -5.770 3.193 -0.019 0.005 0.031 0.00
C 0.136 -3.707 -0.224 0.024 -0.077 -0.032 0.00
C 0.533 -4.302 -1.423 0.017 0.017 -0.044 0.00
C -0.354 -4.439 -2.484 0.015 0.004 0.011 0.00
C -1.660 -3.983 -2.354 -0.001 -0.008 0.024 0.00
C -2.065 -3.382 -1.171 0.014 -0.146 -0.015 0.00
C -1.173 -3.240 -0.115 0.005 -0.105 0.058 0.00
H 0.862 -0.342 3.377 -0.032 0.004 -0.041 0.00
H 2.077 -0.593 2.138 0.025 -0.085 -0.083 0.00
H -0.194 -2.530 2.853 0.034 -0.145 0.048 0.00
H 1.402 -2.716 3.579 0.005 0.017 0.048 0.00
H 3.715 -5.556 1.046 0.017 0.046 -0.031 0.00
H 5.965 -5.450 0.074 -0.009 0.013 -0.003 0.00
H 6.755 -3.361 -0.997 0.000 0.002 -0.002 0.00
H 5.259 -1.381 -1.071 0.067 0.061 -0.058 0.00
H 3.029 -1.477 -0.118 -0.096 0.062 0.040 0.00
H -0.205 -6.244 0.795 -0.003 0.013 0.006 0.00
H -0.302 -8.452 1.874 0.001 0.004 0.003 0.00
H 1.159 -8.959 3.808 0.004 0.002 -0.004 0.00
H 2.720 -7.229 4.649 -0.005 0.001 0.003 0.00
H 2.815 -5.025 3.574 -0.003 0.003 0.006 0.00
H 1.554 -4.653 -1.534 -0.011 -0.012 -0.010 0.00
H -0.026 -4.897 -3.409 0.001 0.002 0.002 0.00
H -2.356 -4.088 -3.179 0.000 0.005 -0.011 0.00
H -3.074 -2.999 -1.073 0.031 -0.055 0.029 0.00
H -1.489 -2.718 0.781 -0.008 -0.012 0.015 0.00
C -1.269 5.437 -4.646 -0.006 0.009 0.004 0.00
C -1.712 3.983 -4.793 0.006 0.009 0.008 0.00
C -0.951 3.088 -3.863 -0.010 0.052 0.014 0.01
N -0.800 3.342 -2.622 0.026 0.049 -0.022 0.02
N -0.046 2.418 -1.955 -0.267 -0.333 0.137 -0.05
C 0.311 1.396 -2.708 -0.088 0.141 -0.045 0.02
N 0.904 0.295 -2.261 0.092 -0.086 0.202 0.02
S -0.178 1.604 -4.362 0.012 -0.030 -0.011 0.00
H -1.879 6.092 -5.272 0.000 -0.005 -0.006 0.00
H -0.223 5.554 -4.930 0.003 -0.002 0.011 0.00
H -1.359 5.752 -3.607 0.005 0.000 0.002 0.00
H -1.579 3.634 -5.819 -0.005 0.006 -0.004 0.00
H -2.777 3.887 -4.557 0.000 -0.010 -0.016 0.00
H 0.945 0.156 -1.240 -0.004 0.016 0.015 0.00
H 1.290 -0.381 -2.892 -0.041 0.052 -0.002 0.00
```
Positions in Å, forces in eV/Å.


5.
Here is an isolated molecule of C4H7NO from the Open Molecules 2025 dataset. Energies are from ωB97M-V/def2-TZVPD.

energy relative to the best compared isomer or geometry (same formula, charge and spin)	64.65	kcal/mol
net charge	0
E_HOMO	-0.34273	Eh
HOMO-LUMO gap	10.358	eV

```
13
Properties=species:S:1:pos:R:3:forces:R:3:lowdin_charge:R:1
O 2.046 0.448 0.398 0.012 0.529 0.070 -0.02
C 0.932 0.197 -0.422 -0.117 -0.116 -0.276 -0.33
C 0.256 -1.179 -0.189 0.086 -0.190 0.064 -0.08
C -1.083 -0.466 -0.079 -0.151 -0.265 -0.104 -0.26
N -0.968 0.428 1.080 -0.067 0.042 0.120 0.06
C -0.448 0.868 -0.229 0.146 0.254 -0.136 -0.20
H 1.826 1.072 1.097 -0.206 -0.132 0.036 0.09
H 1.274 0.305 -1.456 -0.210 -0.016 0.054 0.14
H 0.593 -1.623 0.748 -0.110 -0.178 -0.095 0.11
H 0.365 -1.871 -1.026 -0.057 0.079 0.132 0.11
H -2.054 -0.804 -0.427 0.185 0.122 0.038 0.14
H -1.875 0.874 1.218 0.193 -0.003 -0.020 0.10
H -0.863 1.751 -0.711 0.295 -0.126 0.117 0.13
```
Positions in Å, forces in eV/Å.


6.
Here is an isolated molecule of C4H5NO from the Open Molecules 2025 dataset. Energies are from ωB97M-V/def2-TZVPD.

energy relative to the best compared isomer or geometry (same formula, charge and spin)	85.79	kcal/mol
net charge	0
E_HOMO	-0.28733	Eh
HOMO-LUMO gap	8.704	eV

```
11
Properties=species:S:1:pos:R:3:forces:R:3:lowdin_charge:R:1
C 1.937 0.011 0.075 0.137 -0.248 -0.238 -0.07
C 0.526 -0.228 -0.095 -0.020 0.222 0.168 -0.44
N -0.172 0.583 0.676 0.181 -0.119 -0.093 0.06
C -1.517 0.437 0.364 -0.128 -0.098 -0.074 -0.06
C -1.571 -0.568 -0.533 -0.180 0.116 0.080 -0.08
O -0.295 -0.992 -0.829 0.129 -0.009 0.031 0.09
H 2.287 0.782 -0.617 -0.055 -0.053 0.079 0.03
H 2.589 -0.862 0.059 -0.066 0.107 0.009 0.02
H 0.910 0.937 1.080 -0.198 0.086 0.049 0.20
H -2.313 0.998 0.830 0.106 -0.098 -0.077 0.11
H -2.380 -1.098 -1.010 0.095 0.094 0.067 0.12
```
Positions in Å, forces in eV/Å.